<a>
13
Properties=species:S:1:pos:R:3:lowdin_charge:R:1 method="wB97M-V/def2-TZVPD" gap_ev=8.3 lumo_energy_ev=-5.326 molar_mass_g_mol=136.23 charge=+1 multiplicity=1
C -1.11911 0.67926 0.09013 0.13
C 1.56918 -0.02698 -0.07842 -1.15
N 0.45953 -0.59648 -0.05154 0.04
N -2.25481 0.15870 -0.00227 0.00
N -2.34702 -1.23150 0.18343 0.10
S 2.91094 -1.15875 -0.00543 0.82
S 1.91004 1.74233 0.03602 0.78
H -0.87798 1.76374 0.05085 0.10
H -3.11364 0.59802 -0.04729 0.15
H -2.56522 -1.59335 -0.73085 0.11
H -1.44108 -1.63917 0.54324 0.12
H 3.82325 -0.40708 0.67550 -0.09
H 3.04591 1.71125 -0.66336 -0.11

---

<b>
13
Properties=species:S:1:pos:R:3:lowdin_charge:R:1 method="wB97M-V/def2-TZVPD" gap_ev=8.1 lumo_energy_ev=-5.440 molar_mass_g_mol=136.23 charge=+1 multiplicity=1
C 0.05591 0.94513 0.56371 -0.50
C 0.55805 0.46100 -0.73003 -0.16
N -0.77718 -1.34084 -0.73122 0.16
N -1.85182 -1.39676 -0.37751 -0.67
N 1.66203 -0.24614 -1.03907 0.20
S -3.40889 -1.48366 -0.09211 0.75
S 0.53458 0.06072 2.13517 0.71
H 0.56336 1.95319 0.76673 0.14
H -0.96464 0.80372 0.56368 0.02
H -0.07070 0.73580 -1.61914 0.17
H 2.22137 -0.77825 -0.36846 0.15
H 1.82216 -0.44138 -2.00864 0.13
H -0.34423 0.72747 2.93689 -0.10

---

How do the structures above rank in stability at the extremes? <b> comes first and <a> comes last.